# 1
{"formula": "C20H15N4O6S4Tc", "method": "the ωB97M-V functional and the def2-TZVPD basis", "elements": ["Tc", "C", "O", "C", "O", "N", "N", "H", "H", "H", "H", "H", "H", "O", "C", "O", "C", "C", "C", "C", "C", "C", "S", "H", "H", "H", "H", "S", "C", "S", "C", "C", "N", "C", "N", "O", "C", "O", "C", "C", "C", "C", "S", "C", "C", "H", "H", "H", "H", "H"], "xyz": [[0.5384, 0.3547, -0.2447], [4.8985, -0.3441, 0.1345], [4.7876, 1.0088, -0.3589], [3.5940, 1.5763, -0.1905], [2.6729, 1.0327, 0.3962], [3.5908, 2.8262, -0.7081], [2.4417, 3.6015, -0.6501], [5.9416, -0.6082, -0.0120], [4.2518, -1.0085, -0.4325], [4.6371, -0.3749, 1.1901], [4.3517, 3.0631, -1.3253], [1.9925, 3.6609, -1.5555], [2.6467, 4.5102, -0.2617], [3.2134, -1.9591, -2.3252], [2.1699, -1.3540, -2.1516], [1.7239, -1.0819, -0.9509], [1.3138, -1.0000, -3.3398], [1.2215, -1.9570, -4.3463], [0.4639, -1.7278, -5.4819], [-0.1929, -0.5128, -5.6283], [-0.0899, 0.4549, -4.6442], [0.6573, 0.2263, -3.4877], [0.7938, 1.5111, -2.2854], [1.7648, -2.8840, -4.2182], [0.3893, -2.4880, -6.2489], [-0.7893, -0.3182, -6.5115], [-0.5968, 1.4054, -4.7526], [-0.0284, 2.0536, 1.2358], [-0.1890, 0.8327, 2.4694], [0.4638, -0.6667, 1.9534], [-0.8567, 1.0357, 3.6616], [-1.1787, -0.0713, 4.4895], [-1.4507, -0.9964, 5.1236], [-1.3835, 2.3114, 4.0115], [-1.8100, 3.3441, 4.2940], [-4.1679, -1.9793, 5.0006], [-4.8054, -1.3761, 3.9826], [-5.9676, -1.0803, 4.0713], [-3.9927, -1.1383, 2.7487], [-4.0911, 0.0866, 2.1025], [-3.3127, 0.3445, 0.9847], [-2.4691, -0.6411, 0.4828], [-1.4799, -0.2322, -0.9402], [-2.4114, -1.8870, 1.0962], [-3.1528, -2.1249, 2.2391], [-3.2010, -1.8676, 4.9174], [-4.7528, 0.8435, 2.5033], [-3.3379, 1.3176, 0.5096], [-1.7442, -2.6448, 0.7074], [-3.0683, -3.0777, 2.7464]], "forces_ev_per_a": [[0.0, -0.1, -0.1], [0.0, 0.0, 0.0], [0.0, 0.0, 0.0], [0.0, 0.0, 0.0], [0.0, 0.0, -0.1], [0.0, 0.0, 0.0], [0.0, 0.0, 0.0], [0.0, 0.0, 0.0], [0.0, 0.0, 0.0], [0.0, 0.0, 0.0], [0.0, 0.0, 0.0], [0.0, 0.0, 0.0], [0.0, 0.0, 0.0], [0.0, 0.0, 0.0], [0.0, 0.0, -0.1], [0.0, 0.0, 0.1], [0.0, 0.0, 0.0], [0.0, 0.0, 0.0], [0.0, 0.0, 0.0], [0.0, 0.0, 0.0], [0.0, 0.0, 0.0], [0.0, 0.0, 0.0], [0.0, 0.0, 0.0], [0.0, 0.0, 0.0], [0.0, 0.0, 0.0], [0.0, 0.0, 0.0], [0.0, 0.0, 0.0], [-0.1, 0.1, 0.0], [0.1, 0.0, 0.0], [0.0, 0.0, 0.0], [-0.1, 0.0, 0.0], [0.2, 0.0, 0.0], [-0.1, 0.0, 0.0], [0.0, 0.0, 0.0], [0.0, 0.0, 0.0], [-0.1, 0.0, -0.1], [0.0, -0.1, 0.1], [0.0, 0.0, 0.0], [0.0, 0.0, 0.0], [0.0, 0.0, 0.0], [0.0, 0.0, 0.0], [0.0, 0.0, 0.0], [0.1, 0.0, 0.0], [0.0, 0.0, 0.0], [0.0, 0.0, 0.0], [0.1, 0.0, 0.1], [0.0, 0.0, 0.0], [0.0, 0.0, 0.0], [0.0, 0.0, 0.0], [0.0, 0.0, 0.0]], "mulliken_spin": [0.93, 0.00, 0.00, 0.00, 0.00, 0.00, 0.00, 0.00, 0.00, 0.00, 0.00, 0.00, 0.00, 0.00, 0.00, 0.02, 0.01, 0.00, 0.01, 0.00, 0.01, -0.03, 0.13, 0.00, 0.00, 0.00, 0.00, -0.04, 0.01, 0.00, 0.01, 0.00, 0.00, 0.00, 0.00, 0.00, 0.00, 0.00, 0.00, 0.00, 0.00, 0.01, -0.08, 0.00, 0.00, 0.00, 0.00, 0.00, 0.00, 0.00], "s_squared": 0.765, "homo_ev": [-5.340, -5.539], "lumo_energy_ev": [0.9, 1.3], "molar_mass_da": 633.63, "spin_multiplicity": 2, "charge": -1, "homo_lumo_gap_ha": [0.231, 0.253]}

# 2
{"formula": "C21H25BiI2N3O3RhS2", "method": "the ωB97M-V functional and the def2-TZVPD basis", "elements": ["I", "I", "Rh", "Bi", "S", "S", "C", "C", "C", "C", "C", "C", "C", "C", "C", "C", "C", "O", "O", "O", "H", "H", "H", "H", "H", "H", "H", "H", "H", "H", "H", "H", "H", "H", "H", "H", "H", "H", "N", "C", "C", "C", "C", "C", "C", "C", "N", "C", "C", "N", "C", "H", "H", "H", "H", "H", "H", "H"], "xyz": [[-0.2492, -3.7413, -1.8423], [-0.1581, -2.2112, -4.6688], [0.2428, 0.5841, -3.8607], [0.2132, 0.3462, -0.8599], [1.7313, -0.9863, -2.5808], [-1.6076, -0.5078, -2.5497], [2.4911, 0.5190, 1.1657], [3.5528, -0.6530, -2.4718], [-3.1858, 0.4090, -2.2172], [4.0771, -0.9955, -3.8633], [3.8506, 0.7809, -2.0956], [4.0734, -1.6621, -1.4550], [-3.9838, 0.3482, -3.5132], [-2.9131, 1.8305, -1.7882], [-3.8581, -0.4260, -1.1361], [1.6353, 1.5201, -4.6635], [-0.8549, 1.9035, -4.5696], [2.9182, 0.2159, 2.1843], [2.4388, 2.1924, -5.1625], [-1.4413, 2.7901, -5.0383], [3.7229, -0.2696, -4.6020], [3.7288, -1.9956, -4.1425], [5.1746, -0.9899, -3.8596], [3.4692, 1.4734, -2.8538], [4.9458, 0.8933, -2.0636], [3.4374, 1.0624, -1.1181], [3.7176, -1.4609, -0.4384], [5.1718, -1.6389, -1.4653], [3.7365, -2.6642, -1.7450], [-4.9945, 0.7397, -3.3421], [-4.0672, -0.6942, -3.8405], [-3.5085, 0.9481, -4.2959], [-3.8696, 2.2976, -1.5080], [-2.4837, 2.4065, -2.6151], [-2.2357, 1.8909, -0.9256], [-4.8327, 0.0148, -0.8931], [-3.2432, -0.4835, -0.2320], [-4.0263, -1.4402, -1.5166], [0.4429, 1.7458, 9.4262], [0.1589, 1.3106, 8.3764], [-0.1856, 0.7910, 7.0782], [-1.0345, 1.5188, 6.2397], [-1.3040, 1.0694, 4.9444], [-0.7952, -0.1696, 4.5479], [-0.0213, -0.9582, 5.4024], [0.3432, -0.4326, 6.6474], [-1.0092, -0.5794, 3.2124], [-0.8935, -1.8846, 2.6919], [-0.9725, -1.7785, 1.3421], [-1.2073, -0.4313, 1.0069], [-1.2348, 0.2397, 2.1699], [-1.4672, 2.4484, 6.5959], [-1.9241, 1.6429, 4.2594], [0.3144, -1.9477, 5.0791], [1.0391, -0.9732, 7.2816], [-0.7865, -2.7537, 3.3159], [-0.8934, -2.4998, 0.5368], [-1.3850, 1.2955, 2.2891]], "forces_ev_per_a": [[0.3, -0.5, -0.3], [-0.3, -0.5, -1.3], [-0.4, -2.1, 1.8], [-0.5, 0.3, -1.2], [-1.3, 0.6, 0.9], [1.5, 0.7, 0.5], [1.2, -1.0, 3.2], [0.9, 0.2, 0.3], [-0.6, 0.3, 0.1], [-0.4, -0.1, -0.2], [0.0, 0.3, -0.1], [-0.2, -0.3, 0.0], [0.2, -0.1, -0.2], [-0.1, 0.4, -0.1], [0.0, -0.3, 0.1], [4.1, 3.2, -2.7], [-3.0, 4.3, -2.7], [-1.1, 0.9, -2.8], [-3.1, -2.7, 1.9], [2.2, -3.5, 1.9], [0.2, -0.2, 0.0], [0.3, 0.1, -0.2], [-0.2, 0.0, 0.1], [0.2, 0.0, 0.2], [-0.3, 0.1, 0.1], [0.2, -0.1, -0.2], [0.1, 0.0, -0.1], [-0.3, 0.0, 0.1], [0.3, 0.0, 0.1], [0.2, -0.1, 0.0], [-0.1, 0.2, -0.1], [-0.2, -0.1, 0.0], [0.3, 0.0, -0.1], [-0.1, 0.0, 0.3], [-0.2, 0.0, 0.0], [0.2, -0.1, 0.0], [-0.3, 0.1, -0.1], [-0.1, 0.1, 0.2], [-0.2, -0.3, -0.6], [-0.3, -0.4, -0.9], [0.7, 0.7, 2.0], [-1.3, 0.8, -2.0], [0.0, 0.9, 1.5], [-0.2, 0.0, -0.5], [0.7, -0.1, 1.4], [0.2, -1.9, -1.3], [-0.2, -1.2, 0.0], [0.3, 0.2, -0.1], [-0.3, 0.9, 0.2], [0.6, 0.1, 1.4], [0.2, -0.4, -1.4], [0.0, -0.1, -0.1], [0.0, 0.0, 0.5], [0.1, 0.5, 0.3], [-0.2, 0.0, 0.0], [0.0, 0.0, 0.1], [-0.2, -0.1, 0.6], [0.0, 0.2, -0.2]], "mulliken_spin": [1.31, 1.21, 0.27, 0.02, 0.10, 0.07, 0.00, 0.00, 0.02, 0.00, 0.01, 0.00, 0.00, 0.02, 0.00, -0.03, -0.03, 0.00, 0.01, 0.02, 0.00, 0.00, 0.00, 0.00, 0.01, 0.00, 0.00, 0.00, 0.00, 0.00, 0.00, 0.00, 0.00, 0.00, 0.00, 0.00, 0.00, 0.00, 0.35, 0.05, 0.16, 0.08, -0.01, 0.24, -0.01, 0.08, 0.02, -0.01, 0.03, 0.03, 0.02, 0.00, 0.00, 0.00, 0.00, 0.00, -0.03, 0.00], "s_squared": 6.056, "homo_ev": [-20.276, -20.277], "lumo_energy_ev": [-13.6, -15.2], "molar_mass_da": 997.28, "spin_multiplicity": 5, "charge": 4, "homo_lumo_gap_ha": [0.244, 0.186]}

Here are the calculated energy above the lowest of the compared OMol25 structures with the same formula, charge and spin numbers, same order: 12.2 0.0 (kJ/mol).